Entry 1:
{"formula": "C22H23Cl4N3O6", "method": "ωB97M-V/def2-TZVPD", "symbols": ["O", "N", "O", "C", "C", "C", "C", "C", "C", "H", "H", "H", "H", "H", "O", "N", "O", "C", "C", "C", "C", "C", "C", "H", "H", "H", "H", "H", "O", "N", "O", "C", "C", "C", "C", "C", "C", "H", "H", "H", "H", "H", "Cl", "C", "C", "Cl", "H", "H", "H", "H", "Cl", "C", "C", "Cl", "H", "H", "H", "H"], "positions_angstrom": [[7.500504, -4.095710, -3.001684], [8.025621, -3.007197, -3.076684], [7.517979, -1.901568, -2.867997], [9.418199, -3.060019, -3.640061], [10.146562, -1.928948, -3.882886], [11.446068, -2.013892, -4.363326], [12.007516, -3.245810, -4.735931], [11.306897, -4.404676, -4.480530], [10.082358, -4.319575, -3.891384], [9.807075, -0.904818, -3.834858], [12.046089, -1.141256, -4.575218], [12.959349, -3.175842, -5.241399], [11.704895, -5.382590, -4.707867], [9.487926, -5.214763, -3.783395], [-4.593646, 2.267213, 3.762174], [-3.908364, 2.272279, 4.750597], [-3.805866, 3.215368, 5.474948], [-3.157063, 1.087365, 5.125963], [-3.812787, -0.142677, 5.198411], [-3.145470, -1.291913, 5.612963], [-1.781266, -1.220344, 5.972110], [-1.128573, 0.021953, 5.966910], [-1.818347, 1.178289, 5.517577], [-4.891268, -0.098624, 5.162079], [-3.690032, -2.216655, 5.734203], [-1.219889, -2.102298, 6.243060], [-0.073418, 0.064181, 6.193309], [-1.326963, 2.139371, 5.553121], [-1.305290, 2.389346, -3.404362], [-1.687731, 1.921532, -2.343682], [-2.847612, 2.021819, -1.940305], [-0.630152, 1.354774, -1.473014], [-1.034946, 0.431120, -0.518007], [-0.071019, -0.213109, 0.276656], [1.277874, 0.201550, 0.264984], [1.669414, 1.073968, -0.775770], [0.733431, 1.756575, -1.592477], [-2.079043, 0.201826, -0.364129], [-0.458115, -0.883785, 1.029479], [2.061433, -0.180188, 0.902732], [2.724170, 1.301897, -0.819541], [1.098407, 2.498421, -2.287350], [-5.563954, -4.499292, 1.302447], [-7.206538, -4.584024, 0.621174], [-8.131221, -5.413404, 1.473427], [-8.089227, -4.750360, 3.105425], [-7.115715, -5.042907, -0.363346], [-7.602513, -3.596518, 0.384234], [-7.663815, -6.388838, 1.608171], [-9.157983, -5.444037, 1.108833], [-6.328638, 9.672745, -3.127402], [-5.105640, 8.533017, -2.579205], [-5.613834, 7.603826, -1.424822], [-7.260806, 6.894107, -1.713032], [-4.106364, 8.944941, -2.438266], [-4.954479, 7.852659, -3.417276], [-5.805873, 8.105361, -0.476306], [-4.848305, 6.860135, -1.203474]], "atomic_forces_ev_per_a": [[-0.6, 0.4, 0.6], [0.7, 0.6, -1.4], [0.6, -1.6, 0.0], [1.4, -1.4, 0.2], [0.4, 1.4, -0.2], [0.6, -1.4, -0.9], [-0.1, 1.7, 0.3], [0.5, -0.1, 0.0], [-2.9, 0.9, 0.3], [-0.7, -0.2, 0.6], [-0.3, 0.3, 0.1], [0.2, -0.5, 0.1], [0.1, 0.0, -0.1], [0.0, -0.1, 0.4], [-0.5, -0.7, -0.9], [0.0, -0.2, -0.2], [0.5, 1.5, 1.3], [1.2, -1.7, 0.5], [-0.2, 0.5, 0.6], [0.8, 0.5, 0.3], [-0.5, 0.9, -0.5], [-1.2, 0.1, -1.1], [0.0, -0.5, 0.5], [-0.1, -0.4, -0.6], [0.0, 0.0, -0.1], [-0.1, -0.1, 0.1], [0.0, 0.2, 0.2], [0.0, 0.1, -0.2], [-0.1, -0.4, 0.2], [-0.3, 1.6, 0.0], [1.3, -0.8, -0.1], [0.7, 0.1, 0.5], [1.0, -0.3, 0.0], [0.2, 1.2, 0.7], [-1.0, -0.1, -2.1], [-1.0, 0.7, 0.8], [-0.4, -1.7, 0.6], [0.0, 0.0, -0.3], [0.2, -0.2, 0.1], [-0.3, -0.3, 0.2], [0.0, 0.3, -0.3], [-0.4, -0.1, -0.2], [-0.1, 0.1, -0.2], [-0.3, 0.0, -1.3], [1.0, -0.1, 0.3], [-0.7, 0.3, 0.9], [0.1, -0.3, 0.1], [0.2, 0.2, 0.6], [-0.5, -0.2, -0.4], [0.2, -0.1, 0.0], [0.2, 0.6, 0.2], [-0.5, -2.2, 0.0], [-0.1, 1.2, 0.4], [0.9, -0.1, -0.3], [-0.4, 0.5, 0.6], [-0.1, 0.0, -0.2], [0.4, 0.5, -0.2], [-0.3, -0.4, -0.4]], "lowdin_charge": [0.0789, -0.3388, 0.0699, -0.1079, -0.0280, -0.0672, -0.0666, -0.0882, -0.0043, 0.1198, 0.1046, 0.1056, 0.1111, 0.1111, 0.1017, -0.3932, 0.1022, -0.1574, -0.0100, -0.0591, -0.0694, -0.0596, 0.0041, 0.1220, 0.1044, 0.1000, 0.1002, 0.1147, 0.0702, -0.3455, 0.0675, -0.1369, -0.0118, -0.0608, -0.0589, -0.0687, 0.0173, 0.1175, 0.0996, 0.1005, 0.0987, 0.1113, 0.5298, -0.6858, -0.6662, 0.5348, 0.0687, 0.0757, 0.0620, 0.0804, 0.5383, -0.6682, -0.6154, 0.4915, 0.0752, 0.0568, 0.0502, 0.0716], "e_above_lowest_ev": 0.5484, "homo_energy_ev": -9.988, "charge": 0, "smiles": "O=[N+]([O-])c1ccccc1.O=[N+]([O-])c1ccccc1.O=[N+]([O-])c1ccccc1.ClCCCl.ClCCCl"}

---

Entry 2:
{"formula": "C22H23F2NO2", "method": "ωB97M-V/def2-TZVPD", "symbols": ["O", "C", "C", "C", "C", "N", "C", "C", "C", "C", "O", "C", "C", "C", "C", "F", "C", "C", "C", "C", "C", "C", "C", "C", "F", "C", "C", "H", "H", "H", "H", "H", "H", "H", "H", "H", "H", "H", "H", "H", "H", "H", "H", "H", "H", "H", "H", "H", "H", "H"], "positions_angstrom": [[1.627213, 0.721625, 4.802502], [0.694719, 0.723840, 4.032036], [0.065232, 2.009081, 3.541895], [1.075100, 2.749979, 2.655384], [1.496304, 1.901397, 1.452503], [0.365443, 1.294289, 0.772342], [0.772120, 0.199197, -0.086314], [-0.454718, -0.543774, -0.604441], [-1.348338, 0.401513, -1.414542], [-0.702821, 0.798153, -2.733025], [-0.530660, 1.950642, -3.058394], [-0.277983, -0.311895, -3.631244], [0.805616, -0.071226, -4.476388], [1.262450, -1.044234, -5.342503], [0.608297, -2.263590, -5.368451], [1.040135, -3.220907, -6.209821], [-0.483783, -2.525902, -4.558912], [-0.921871, -1.546919, -3.687575], [-1.670773, 1.623412, -0.552954], [-0.401349, 2.262125, 0.003535], [0.164642, -0.545703, 3.462073], [-1.184408, -0.747128, 3.184816], [-1.617738, -1.946857, 2.652204], [-0.686930, -2.936081, 2.384949], [-1.106800, -4.094599, 1.838700], [0.657899, -2.770850, 2.664269], [1.072211, -1.575484, 3.217916], [-0.170514, 2.635579, 4.404266], [-0.832295, 1.813466, 2.962540], [0.635164, 3.692329, 2.326227], [1.967195, 2.981179, 3.239475], [2.133949, 1.088992, 1.811876], [2.100372, 2.521438, 0.765914], [1.386804, -0.490378, 0.498921], [1.375769, 0.554718, -0.943321], [-0.134923, -1.396830, -1.203995], [-1.020682, -0.912968, 0.251901], [-2.282984, -0.113347, -1.666751], [1.285168, 0.895216, -4.437313], [2.104492, -0.871474, -5.993659], [-0.976057, -3.483627, -4.619652], [-1.784463, -1.745447, -3.070899], [-2.207713, 2.363933, -1.147091], [-2.305907, 1.309290, 0.277208], [-0.681588, 3.087942, 0.659198], [0.195463, 2.674101, -0.826511], [-1.909969, 0.018399, 3.411141], [-2.660934, -2.125018, 2.441535], [1.352481, -3.568957, 2.455040], [2.111963, -1.418641, 3.463389]], "atomic_forces_ev_per_a": [[0.1, 0.1, 0.0], [-0.4, 0.1, -0.1], [0.2, 0.3, 0.2], [0.0, -0.2, -0.2], [0.0, 0.2, 0.1], [0.1, 0.1, -0.1], [-0.1, -0.3, 0.0], [0.2, 0.0, -0.1], [-0.1, 0.2, 0.2], [-0.3, -0.2, 0.1], [0.1, 0.1, 0.0], [0.2, 0.0, -0.4], [-0.2, 0.0, 0.1], [0.0, -0.2, -0.1], [-0.1, 0.1, 0.1], [0.0, 0.1, 0.1], [0.1, -0.1, -0.2], [0.1, 0.2, 0.0], [0.1, 0.1, -0.2], [-0.2, 0.1, 0.1], [0.1, -0.4, 0.1], [0.2, 0.0, 0.0], [0.0, -0.3, 0.0], [0.0, 0.1, 0.1], [0.0, 0.1, 0.0], [-0.2, -0.2, -0.1], [-0.1, 0.2, 0.1], [0.0, -0.1, 0.0], [-0.1, 0.0, 0.1], [0.0, 0.0, 0.0], [0.0, 0.1, 0.0], [0.1, 0.0, -0.1], [0.0, -0.1, 0.0], [0.0, 0.1, -0.1], [0.1, 0.0, 0.1], [0.0, 0.0, 0.1], [0.0, 0.0, 0.0], [0.0, 0.0, 0.0], [0.0, 0.1, 0.0], [0.1, 0.0, -0.1], [0.0, -0.1, 0.0], [-0.1, 0.0, 0.1], [0.0, 0.0, 0.0], [0.0, 0.0, 0.0], [0.0, 0.0, 0.0], [0.0, 0.0, 0.1], [-0.1, 0.1, 0.0], [-0.1, 0.0, 0.0], [0.1, -0.1, 0.0], [0.1, 0.0, 0.0]], "lowdin_charge": [0.1043, -0.3710, -0.1152, -0.1622, -0.1949, -0.1655, -0.1700, -0.1167, -0.2416, -0.3291, 0.1063, -0.1540, -0.0017, 0.0072, -0.2695, 0.0664, 0.0046, -0.0251, -0.1213, -0.1739, -0.1586, -0.0210, -0.0140, -0.2777, 0.0632, 0.0045, -0.0133, 0.1268, 0.0918, 0.1036, 0.1169, 0.1177, 0.1288, 0.1157, 0.1346, 0.1120, 0.1029, 0.1462, 0.1222, 0.1201, 0.1200, 0.1164, 0.1196, 0.1181, 0.1175, 0.1249, 0.1179, 0.1213, 0.1205, 0.1243], "e_above_lowest_ev": 0.0000, "homo_energy_ev": -8.693, "charge": 0, "smiles": "O=C(CCCN1CCC(C(=O)c2ccc(F)cc2)CC1)c1ccc(F)cc1"}